Formula: C5H9NO4
Source: the Open Molecules 2025 dataset
Level of theory: wB97M-V/def2-TZVPD

Summary:
lowest unoccupied orbital energy = 0.1 eV
total charge = 0
highest occupied orbital energy = -10.24 eV
relative energy (zero: lowest compared OMol25 entry of this formula, charge and spin) = 5.4799 eV
gap between HOMO and LUMO = 10.34 eV

```
19
Properties=species:S:1:pos:R:3:forces:R:3
O -5.74008 2.78456 1.84098 -0.1 -0.1 -0.1
O -3.40324 1.90734 0.98014 0.2 -0.1 0.6
O -1.04621 4.14723 2.98200 -0.7 0.5 0.7
O 1.20791 2.73357 1.23724 -2.9 1.3 2.6
N 0.71333 1.05073 2.71144 2.0 0.5 -1.5
C -2.25519 1.98230 3.06214 -0.2 -1.1 1.0
C 0.24103 2.19259 2.58882 2.5 -1.7 -4.8
C -3.48753 1.98511 2.19110 -0.1 1.2 -1.1
C -1.12691 2.82604 2.50431 0.8 0.9 -0.2
C -4.83005 2.33268 2.79476 0.2 0.0 0.6
H -5.24648 3.04968 1.04800 -0.1 -0.3 0.2
H 1.61323 1.20398 1.75268 -2.8 -1.0 3.6
H -1.16776 4.14988 3.93823 0.1 0.1 0.0
H -4.67759 3.09342 3.58327 0.1 -0.1 -0.2
H -1.29493 3.02492 1.43460 0.0 -0.8 0.2
H -2.50449 2.27246 4.09400 0.1 0.1 -0.3
H -1.95439 0.92709 3.16044 0.2 0.3 -0.2
H 0.60377 3.42458 0.91969 0.9 0.2 -0.8
H -5.19916 1.43753 3.32159 -0.2 0.1 -0.2
```
Forces are in eV/Å.

Computed Löwdin charges, given in elementary charges:
1 O -0.03
2 O 0.11
3 O 0.00
4 O -0.18
5 N 0.11
6 C -0.05
7 C -0.21
8 C -0.35
9 C -0.35
10 C -0.21
11 H 0.09
12 H 0.24
13 H 0.10
14 H 0.13
15 H 0.15
16 H 0.13
17 H 0.14
18 H 0.03
19 H 0.14


Formula: C26H30BFN8O3S2SeTi
Source: the Open Molecules 2025 dataset
Level of theory: wB97M-V/def2-TZVPD

Summary:
spin multiplicity = 2
lowest unoccupied orbital energy (spin up / spin down) = -3.2 / -3.2 eV
total charge = +1
highest occupied orbital energy (spin up / spin down) = -7.87 / -10.10 eV
relative energy (zero: lowest compared OMol25 entry of this formula, charge and spin) = 0.7415 eV
expectation value of S² = 0.78
gap between HOMO and LUMO (spin up / spin down) = 4.71 / 6.95 eV

```
73
Properties=species:S:1:pos:R:3:forces:R:3
Se -2.43233 0.12781 -0.19062 0.0 0.1 0.1
Ti 0.01804 -0.58246 -0.13587 0.3 0.2 0.2
S 0.31572 0.99374 1.67671 0.0 -0.1 0.1
S 2.35404 -0.22542 -0.89088 -0.2 0.1 0.0
F -2.25735 -0.10962 -6.43115 0.0 0.0 0.0
O 0.03937 -2.29821 0.42688 0.0 -0.1 -0.3
O -0.44080 -1.01568 -1.87637 -0.1 -0.4 -0.2
O 0.13592 -4.51731 0.34451 -0.1 -0.1 -0.1
N 2.33809 2.49576 -0.99957 0.0 0.0 0.1
N -3.20400 -2.54964 -7.47236 0.0 -0.1 0.0
N -1.76771 -4.63798 -3.31639 0.0 0.0 0.0
N 0.94335 -1.14096 3.25764 0.0 0.0 0.0
N -4.05345 -2.42775 -10.15857 0.0 0.0 0.0
N 3.28594 1.73063 0.80244 0.0 0.1 0.0
N 2.72815 -0.16719 2.46522 0.0 0.0 0.1
N -3.19637 0.74867 2.64572 0.0 0.0 0.0
C -2.88226 -6.86416 -2.86823 0.0 0.0 0.0
C -4.99445 -2.08699 -9.02679 0.0 0.0 -0.1
C -1.15556 -4.55913 -2.10922 0.0 0.1 0.0
C 3.29940 3.10347 0.86855 0.0 0.0 0.0
C -0.86524 -2.19077 -2.32763 0.1 0.4 0.3
C 2.02212 -1.86338 3.69792 0.0 0.0 0.0
C 1.60693 2.53856 -2.25144 0.0 0.0 0.0
C -2.47805 -3.57054 -5.37928 -0.1 0.1 -0.1
C -2.89423 0.53730 1.55391 0.1 -0.1 -0.2
C -2.62499 -2.42200 -6.17103 0.0 -0.1 0.1
C 3.12517 -1.25655 3.20056 0.0 0.0 0.0
C -2.25561 -2.83245 -8.53358 0.0 0.0 0.0
C -4.17104 -1.54833 -7.87446 -0.1 0.0 0.0
C -1.90827 -3.49772 -4.12335 0.1 0.1 0.2
C -2.98893 -3.40726 -9.72926 -0.1 0.0 0.0
C -1.46065 -2.24759 -3.60695 -0.1 -0.2 -0.3
C 2.68898 1.37803 -0.33403 0.0 -0.1 0.0
C -0.14046 -3.48958 -0.20571 0.1 0.4 0.4
C -2.20856 -5.91660 -3.81163 0.0 -0.1 0.0
C -0.71501 -3.38876 -1.56858 -0.1 -0.4 -0.2
C -2.16784 -1.21906 -5.65608 0.1 0.1 0.0
C 2.70896 3.58899 -0.24688 0.0 0.0 0.0
C -3.68401 -6.17344 -3.93148 0.0 0.0 0.0
C 1.39420 -0.11379 2.50063 -0.1 0.1 -0.2
C -1.61091 -1.10135 -4.40715 0.0 -0.1 0.0
C -0.44090 -1.44797 3.59106 0.0 0.0 0.0
B 3.84382 0.81595 1.92564 0.0 -0.1 0.0
H -2.65998 -7.91445 -2.98257 0.0 0.0 0.0
H -1.69265 -1.93342 -8.83987 0.0 0.0 0.0
H -4.57348 -2.79750 -10.95450 0.0 0.0 0.0
H -3.51243 -4.32509 -9.46734 0.0 0.0 0.0
H -3.70835 -0.59664 -8.17710 0.0 0.0 0.0
H -4.03073 -6.74952 -4.77774 0.0 0.0 0.0
H -5.70709 -1.35832 -9.40886 0.0 0.0 0.0
H -1.52682 -3.56473 -8.18924 0.0 0.0 0.0
H 4.16601 -1.50223 3.30433 0.0 0.0 0.0
H 4.17771 1.54011 2.82487 0.0 0.0 0.0
H 1.68091 3.54475 -2.65525 0.0 0.0 0.0
H 2.03584 1.82561 -2.95123 0.0 0.0 0.0
H -4.33844 -5.37559 -3.60844 0.0 0.0 0.0
H 4.73732 0.12484 1.52018 0.0 0.0 -0.1
H -3.03771 -6.53746 -1.85013 0.0 0.0 0.0
H -0.56526 -2.52801 3.57849 0.0 0.0 0.0
H 0.55668 2.29154 -2.08636 0.0 0.0 0.0
H 3.73239 3.61165 1.70992 0.0 0.0 0.0
H 1.90583 -2.73893 4.31018 0.0 0.0 0.0
H -1.03989 -5.48528 -1.56653 0.0 0.0 0.0
H -4.83640 -1.32633 -7.04088 0.0 0.0 0.0
H -2.84807 -4.50893 -5.76394 0.0 0.0 0.0
H -0.68184 -1.04928 4.57508 0.0 0.0 0.0
H -5.50543 -3.01131 -8.76403 0.0 0.0 0.0
H -1.56086 -6.33984 -4.57234 0.0 0.0 0.0
H 2.52777 4.59420 -0.58053 0.0 0.0 0.0
H -3.60123 -1.56628 -10.47569 0.0 0.0 0.0
H -1.10470 -0.99219 2.86375 0.0 0.0 0.0
H -2.33734 -3.57774 -10.58415 0.0 0.0 0.0
H -1.27478 -0.13833 -4.05263 0.0 0.0 0.0
```
Forces are in eV/Å.

Computed Löwdin charges, given in elementary charges:
1 Se 0.67
2 Ti 0.49
3 S 0.70
4 S 0.72
5 F 0.06
6 O -0.17
7 O -0.31
8 O 0.14
9 N -0.12
10 N -0.10
11 N 0.01
12 N -0.11
13 N 0.06
14 N -0.02
15 N 0.01
16 N 0.06
17 C -0.08
18 C -0.08
19 C 0.05
20 C -0.04
21 C -0.26
22 C -0.02
23 C -0.02
24 C 0.06
25 C -0.81
26 C -0.18
27 C -0.04
28 C -0.14
29 C -0.16
30 C -0.10
31 C -0.08
32 C -0.06
33 C -0.72
34 C -0.48
35 C -0.27
36 C -0.04
37 C -0.20
38 C -0.03
39 C -0.09
40 C -0.64
41 C 0.08
42 C -0.01
43 B -0.41
44 H 0.11
45 H 0.14
46 H 0.18
47 H 0.14
48 H 0.13
49 H 0.10
50 H 0.14
51 H 0.14
52 H 0.13
53 H 0.08
54 H 0.10
55 H 0.08
56 H 0.12
57 H 0.08
58 H 0.11
59 H 0.10
60 H 0.09
61 H 0.13
62 H 0.13
63 H 0.15
64 H 0.15
65 H 0.11
66 H 0.11
67 H 0.14
68 H 0.15
69 H 0.13
70 H 0.18
71 H 0.03
72 H 0.14
73 H 0.13


Formula: C4H14N2O2
Source: the Open Molecules 2025 dataset
Level of theory: wB97M-V/def2-TZVPD

Summary:
lowest unoccupied orbital energy = -4.0 eV
total charge = 0
highest occupied orbital energy = -7.99 eV
relative energy (zero: lowest compared OMol25 entry of this formula, charge and spin) = 6.7501 eV
gap between HOMO and LUMO = 4.00 eV

```
22
Properties=species:S:1:pos:R:3:forces:R:3
O 1.01182 1.78717 0.39428 0.0 -0.8 0.3
O -0.05316 0.87586 -1.67629 -0.4 0.0 0.7
N -0.58060 -1.48119 -0.62531 -0.4 0.4 1.4
N -1.25780 -0.29842 2.75227 -0.9 0.3 -1.3
C -1.15431 -0.09581 1.38908 0.5 1.8 2.2
C 0.53352 1.19777 -2.88530 0.1 -0.6 -0.1
C -0.48302 -1.39236 0.77722 0.0 -2.9 -1.7
C 0.98509 -1.35285 1.18901 0.0 0.4 0.4
H 0.25078 2.19668 -3.23032 0.0 0.1 -0.1
H 1.48297 -2.29042 0.95093 -0.2 0.0 -0.1
H 1.63143 1.14421 -2.84353 0.1 0.1 0.1
H -1.05935 0.58646 3.22845 0.8 -0.1 0.1
H 1.00324 -1.19138 2.27714 0.1 0.1 -0.1
H 0.54254 1.46897 -0.47893 0.3 0.3 -0.2
H -0.52975 0.77507 1.12931 -0.4 0.3 -0.1
H 0.25354 0.48242 -3.68126 -0.1 0.1 0.0
H -0.37321 -0.54409 -1.04308 0.7 0.4 -1.3
H -2.15449 0.03264 0.95355 -0.1 -0.8 -0.3
H 0.91124 2.72514 0.47363 -0.1 0.7 -0.1
H -0.98801 -2.25202 1.22998 0.0 0.2 0.2
H 1.49120 -0.53169 0.68281 0.1 0.0 0.1
H -1.46367 -1.84214 -0.96364 0.0 -0.1 0.0
```
Forces are in eV/Å.

Computed Löwdin charges, given in elementary charges:
1 O -0.14
2 O -0.36
3 N 0.13
4 N 0.22
5 C -0.23
6 C -0.26
7 C -0.41
8 C -0.03
9 H 0.06
10 H 0.09
11 H 0.07
12 H 0.08
13 H 0.09
14 H -0.02
15 H 0.09
16 H 0.07
17 H 0.04
18 H 0.18
19 H 0.01
20 H 0.14
21 H 0.08
22 H 0.11


Formula: C26H27NO7
Source: the Open Molecules 2025 dataset
Level of theory: wB97M-V/def2-TZVPD

Summary:
lowest unoccupied orbital energy = 0.1 eV
total charge = 0
highest occupied orbital energy = -7.61 eV
relative energy (zero: lowest compared OMol25 entry of this formula, charge and spin) = 2.2142 eV
gap between HOMO and LUMO = 7.69 eV

```
61
Properties=species:S:1:pos:R:3:forces:R:3
O -3.74191 0.29961 1.19579 -0.3 0.6 0.1
O -1.59781 1.23469 2.72750 -0.1 0.1 -0.2
O -4.08467 1.46465 -1.29887 0.0 0.1 0.2
O -3.06161 -3.68783 -1.74558 0.0 0.0 0.0
O 5.35159 -3.50616 -0.13866 0.2 0.3 0.0
O -1.89375 -0.85061 0.71200 -0.1 -0.1 -0.2
O -4.20509 -1.85076 -1.15795 -0.2 0.2 0.3
N 1.90413 1.78088 0.61338 -0.2 0.2 0.0
C -0.47734 1.69078 0.70782 0.8 0.1 0.0
C -3.43182 -3.23243 0.58932 0.0 0.2 0.0
C 3.27224 3.12595 -2.62658 -0.1 0.0 -0.1
C -3.86960 -2.03696 1.42907 0.1 0.0 -0.1
C -0.58768 1.91660 -0.70650 -0.4 -0.1 0.2
C -3.05210 -0.81786 1.06148 0.0 -0.7 0.2
C -3.81142 2.67752 1.39885 0.0 -0.4 0.0
C 5.08602 -0.00096 0.67674 -0.1 -0.1 0.1
C 3.90781 3.50638 -1.32674 0.1 0.1 0.1
C -1.65849 1.43814 1.53053 0.0 0.0 0.4
C -3.53322 -2.96818 -0.90346 0.2 -0.5 0.1
C 4.55385 -4.65738 -0.29121 -0.1 -0.2 0.0
C -3.02071 1.49619 0.83296 -0.3 0.1 0.1
C -3.02255 1.60918 -0.70855 0.0 -0.2 0.1
C 3.38737 -2.17449 0.42580 0.1 -0.3 -0.1
C 2.88595 -0.93179 0.77136 0.2 0.2 0.0
C 5.59676 -1.23500 0.33934 0.0 -0.2 0.0
C -1.78924 1.89725 -1.35646 0.3 0.1 -0.3
C 3.14982 2.20903 -1.44812 0.1 -0.1 0.0
C 0.75265 1.61161 1.28971 -0.7 0.1 0.0
C 1.85514 2.03975 -0.74298 -0.2 0.1 -0.5
C 4.75134 -2.33912 0.20578 0.0 0.2 0.1
C 3.72318 0.16664 0.89795 -0.1 0.0 0.1
C -4.33732 -1.44350 -2.51456 0.0 0.1 -0.5
C 0.66123 2.11369 -1.37871 0.3 0.0 0.1
C 3.16721 1.52250 1.27353 0.5 -0.2 0.2
H -3.87616 2.58345 2.48020 0.1 0.0 0.1
H -5.20341 -1.93377 -2.96336 0.1 0.0 0.0
H 2.99579 1.56281 2.35365 0.0 0.1 -0.2
H 3.80936 -4.52828 -1.08273 0.0 0.0 0.0
H 1.82281 -0.82893 0.93532 -0.1 0.0 0.0
H 2.40355 3.68314 -2.93900 -0.1 0.0 0.0
H 5.75299 0.84374 0.77289 0.1 0.1 0.0
H -1.82821 2.03095 -2.42744 0.0 0.0 -0.1
H -2.38893 -3.47984 0.79670 -0.1 0.0 -0.1
H 3.45268 4.30745 -0.76312 -0.1 0.0 0.0
H 0.82087 1.40237 2.34803 0.1 0.0 0.0
H -3.43999 -1.71059 -3.07522 -0.1 0.0 0.0
H 3.74867 1.30443 -1.46642 0.0 0.1 -0.1
H 4.98328 3.46681 -1.24183 0.1 -0.1 0.0
H 3.88502 2.30429 1.01320 -0.1 -0.1 0.1
H 4.05017 -4.92276 0.64338 0.0 0.0 0.0
H 0.64018 2.29165 -2.44189 0.1 0.0 -0.1
H -3.70005 -2.24322 2.48855 0.0 0.1 0.0
H -3.31389 3.60981 1.14115 0.0 0.1 0.0
H 5.24049 -5.45513 -0.56919 -0.1 0.0 0.0
H -4.47806 -0.36425 -2.48793 0.0 -0.2 0.0
H 3.90879 2.81876 -3.44150 0.1 -0.1 0.0
H 2.70277 -3.00158 0.33174 0.0 -0.1 0.0
H -4.03776 -4.11087 0.81997 0.0 0.0 0.0
H -4.80909 2.66611 0.96754 0.0 0.0 -0.1
H 6.65212 -1.37360 0.16757 0.1 0.0 0.0
H -4.92280 -1.80320 1.28114 0.1 0.0 0.1
```
Forces are in eV/Å.

Computed Löwdin charges, given in elementary charges:
1 O 0.10
2 O 0.11
3 O 0.06
4 O 0.11
5 O -0.08
6 O 0.15
7 O -0.04
8 N -0.02
9 C -0.06
10 C -0.07
11 C -0.10
12 C -0.07
13 C -0.15
14 C -0.47
15 C 0.04
16 C -0.04
17 C -0.10
18 C -0.31
19 C -0.51
20 C -0.08
21 C -0.31
22 C -0.35
23 C 0.00
24 C -0.01
25 C 0.00
26 C 0.03
27 C -0.23
28 C 0.04
29 C -0.15
30 C -0.28
31 C -0.22
32 C -0.02
33 C 0.06
34 C -0.08
35 H 0.10
36 H 0.10
37 H 0.14
38 H 0.10
39 H 0.12
40 H 0.10
41 H 0.12
42 H 0.12
43 H 0.13
44 H 0.11
45 H 0.15
46 H 0.10
47 H 0.14
48 H 0.10
49 H 0.12
50 H 0.10
51 H 0.12
52 H 0.14
53 H 0.10
54 H 0.09
55 H 0.07
56 H 0.11
57 H 0.11
58 H 0.13
59 H 0.10
60 H 0.12
61 H 0.13


no.,calculated total energy (eV)
1,-15006.764
2,-159036.258
3,-11443.940
4,-43222.409